Entry from the OMol25 dataset: a molecular structure, C21H28I2IrN7O (the ωB97M-V functional and the def2-TZVPD basis).

The geometry in ORCA input format:
```
! wB97M-V def2-TZVPD RIJCOSX def2/J DEFGRID3
* xyz 2 1
Ir -0.28 -0.07 -0.36
I 3.25 0.13 -4.12
C 2.38 1.64 -3.01
C 2.72 2.99 -3.26
C 2.17 4.03 -2.56
I 2.73 5.98 -2.98
C 1.20 3.75 -1.54
C 0.53 4.69 -0.73
C -0.38 4.27 0.20
C -0.64 2.90 0.36
N -0.01 1.99 -0.38
C 0.88 2.41 -1.32
C 1.45 1.36 -2.05
O 1.00 0.11 -1.75
H 3.45 3.20 -4.03
H 0.73 5.75 -0.86
H -0.92 4.97 0.82
H -1.35 2.54 1.08
C 2.36 0.88 1.59
N 1.23 1.17 2.47
C 1.48 1.85 3.76
C 0.14 1.70 4.49
N -0.57 0.70 3.68
C -1.99 0.47 3.86
C 0.09 0.49 2.53
N -0.33 -0.37 1.58
C -0.94 -1.66 2.00
C -0.54 -2.66 0.95
N -0.82 -1.99 -0.33
C -1.02 -2.70 -1.47
N -1.76 -2.23 -2.48
C -2.42 -0.95 -2.58
C -1.66 -3.11 -3.65
C -1.09 -4.39 -3.03
N -0.54 -3.91 -1.75
C 0.24 -4.82 -0.93
H 3.17 1.54 1.87
H 2.11 1.07 0.55
H 2.69 -0.15 1.70
H 1.76 2.89 3.60
H 2.29 1.34 4.28
H -0.43 2.63 4.51
H 0.26 1.34 5.51
H -2.39 1.23 4.52
H -2.19 -0.51 4.30
H -2.52 0.54 2.90
H -2.03 -1.59 2.03
H -0.57 -1.94 2.98
H -1.14 -3.56 1.06
H 0.52 -2.91 1.05
H -2.92 -0.70 -1.65
H -3.18 -1.03 -3.36
H -1.74 -0.15 -2.87
H -1.00 -2.68 -4.40
H -2.65 -3.27 -4.08
H -0.29 -4.82 -3.63
H -1.85 -5.15 -2.86
H 0.58 -5.63 -1.57
H -0.35 -5.27 -0.12
H 1.11 -4.33 -0.52
*
```

Computed properties:
**Energy above the lowest of the compared OMol25 structures with the same formula, charge and spin**: 0.000 eV
**E_LUMO (spin up / spin down)**: -7.15 / -7.22 eV
**Frontier orbital gap (spin up / spin down)**: 6.14 / 6.11 eV
**Molar mass**: 840.53 g/mol
**HOMO energy (spin up / spin down)**: -13.30 / -13.33 eV

Löwdin atomic charge list, values in e, 4 entries: Ir 1.4478; I 1.0255; C -0.6417; C -0.1864

=====

Entry from the OMol25 dataset: 2 unconnected molecules or ions with the total composition C4H12 (the ωB97M-V functional and the def2-TZVPD basis).

The geometry in ORCA input format:
```
! wB97M-V def2-TZVPD RIJCOSX def2/J DEFGRID3
* xyz 0 1
C 0.84 1.34 1.32
C 0.72 0.02 2.05
H 1.79 1.82 1.52
H 0.84 1.16 0.24
H 0.01 2.03 1.46
H 0.82 0.08 3.13
H -0.02 -0.67 1.68
H 1.66 -0.55 1.94
C -0.62 -1.15 -1.09
C -0.96 -0.19 -2.25
H 0.04 -1.90 -1.48
H -0.10 -0.61 -0.33
H -1.45 -1.59 -0.54
H -0.27 0.65 -2.21
H -0.70 -0.67 -3.20
H -2.01 0.07 -2.38
*
```

Computed properties:
**Energy above the lowest of the compared OMol25 structures with the same formula, charge and spin**: 0.521 eV
**E_LUMO**: 1.18 eV
**SMILES**: CC.CC
**Frontier orbital gap**: 12.59 eV
**Molar mass**: 60.14 g/mol
**HOMO energy**: -11.42 eV

Löwdin atomic charge list, values in e, 4 entries: C -0.1646; C -0.1822; H 0.0660; H 0.0430

=====

Entry from the OMol25 dataset: 2 unconnected molecules or ions with the total composition C11H15N (the ωB97M-V functional and the def2-TZVPD basis).

The geometry in ORCA input format:
```
! wB97M-V def2-TZVPD RIJCOSX def2/J DEFGRID3
* xyz -1 2
C -2.56 1.00 0.46
C -0.05 -0.48 -1.90
C -0.70 -0.42 -0.67
C -1.57 0.70 -0.58
C -1.43 1.34 -1.83
C 0.75 -1.55 -2.31
C 1.03 -2.52 -1.33
C -0.50 -1.48 0.27
C 0.33 -2.57 -0.13
N -0.50 0.58 -2.64
H -0.49 0.70 -3.64
H 1.34 -1.52 -3.23
H -1.91 2.21 -2.23
H 1.76 -3.31 -1.48
H -0.66 -1.31 1.32
H -3.39 0.28 0.49
H -2.90 2.05 0.31
H 0.57 -3.33 0.60
H -2.17 0.98 1.49
C 1.99 0.40 1.85
C 1.29 1.70 2.35
H 2.89 0.14 2.39
H 1.24 -0.36 2.06
H 2.09 0.52 0.77
H 1.76 2.06 3.27
H 0.24 1.62 2.63
H 1.55 2.57 1.73
*
```

Computed properties:
**Energy above the lowest of the compared OMol25 structures with the same formula, charge and spin**: 0.714 eV
**E_LUMO (spin up / spin down)**: 3.72 / 3.67 eV
**Frontier orbital gap (spin up / spin down)**: 3.11 / 6.53 eV
**Molar mass**: 161.25 g/mol
**HOMO energy (spin up / spin down)**: 0.61 / -2.86 eV

Löwdin atomic charge list, values in e, 4 entries: C -0.0932; C -0.2913; C -0.2126; C -0.2872

=====

Entry from the OMol25 dataset: H2O3Si in the gas phase (the ωB97M-V functional and the def2-TZVPD basis).

The geometry in ORCA input format:
```
! wB97M-V def2-TZVPD RIJCOSX def2/J DEFGRID3
* xyz 0 1
O 1.76 -0.38 0.45
O 1.41 0.91 -0.12
O -1.16 0.55 0.61
Si 0.21 -0.12 -0.09
H -1.91 0.10 0.20
H -0.32 -1.06 -1.04
*
```

Computed properties:
**Energy above the lowest of the compared OMol25 structures with the same formula, charge and spin**: 3.117 eV
**E_LUMO**: 0.36 eV
**SMILES**: O[SiH]1OO1
**Frontier orbital gap**: 10.49 eV
**Molar mass**: 78.10 g/mol
**HOMO energy**: -10.13 eV

Löwdin atomic charge list, values in e, 4 entries: O -0.1738; O -0.1619; O -0.1453; Si 0.4265

=====

Entry from the OMol25 dataset: 15 unconnected molecules or ions with the total composition C68H181N15O19 (the ωB97M-V functional and the def2-TZVPD basis).

The geometry in ORCA input format:
```
! wB97M-V def2-TZVPD RIJCOSX def2/J DEFGRID3
* xyz 0 1
C -17.50 -10.16 -9.15
O -16.50 -10.61 -10.04
C -15.86 -11.79 -9.51
C -14.91 -12.58 -10.41
N -13.51 -12.08 -10.42
C -13.40 -10.68 -10.84
C -11.88 -10.29 -10.98
O -11.69 -9.23 -11.87
C -12.08 -7.98 -11.38
H -18.06 -11.05 -8.85
H -18.19 -9.46 -9.62
H -17.18 -9.68 -8.23
H -16.61 -12.48 -9.13
H -15.35 -11.48 -8.60
H -15.31 -12.58 -11.42
H -14.90 -13.60 -10.03
H -13.02 -12.67 -11.07
H -13.84 -9.99 -10.12
H -13.90 -10.51 -11.79
H -11.36 -11.12 -11.46
H -11.42 -10.08 -10.01
H -11.92 -7.22 -12.15
H -11.50 -7.74 -10.49
H -13.13 -7.88 -11.10
C -4.03 -4.25 -17.04
O -2.66 -4.48 -16.80
C -1.75 -3.40 -16.79
C -0.43 -3.89 -16.22
N 0.15 -4.97 -17.10
C 1.39 -5.49 -16.51
C 1.96 -6.69 -17.34
O 0.90 -7.73 -17.38
C 1.35 -8.97 -17.84
H -4.42 -3.58 -16.28
H -4.51 -5.21 -16.85
H -4.32 -3.92 -18.04
H -2.13 -2.60 -16.16
H -1.65 -3.03 -17.81
H -0.72 -4.27 -15.24
H 0.29 -3.08 -16.12
H -0.46 -5.74 -17.32
H 1.16 -5.73 -15.47
H 2.11 -4.68 -16.43
H 2.78 -7.03 -16.70
H 2.38 -6.51 -18.33
H 0.83 -9.73 -17.25
H 2.44 -9.01 -17.82
H 1.10 -9.02 -18.90
C -11.77 -11.83 -18.32
O -11.22 -10.82 -19.09
C -10.75 -9.70 -18.38
C -10.38 -8.53 -19.35
N -9.31 -8.93 -20.29
C -9.39 -8.07 -21.49
C -8.62 -8.72 -22.59
O -9.23 -10.00 -22.86
C -8.44 -10.97 -23.57
H -12.72 -11.48 -17.91
H -11.18 -12.23 -17.50
H -11.99 -12.64 -19.02
H -9.92 -10.03 -17.75
H -11.55 -9.31 -17.75
H -10.09 -7.65 -18.78
H -11.24 -8.30 -19.98
H -9.49 -9.87 -20.61
H -8.94 -7.15 -21.14
H -10.38 -7.84 -21.89
H -7.60 -8.87 -22.24
H -8.55 -8.04 -23.44
H -7.43 -11.00 -23.15
H -8.45 -10.69 -24.62
H -8.81 -11.98 -23.40
C -9.00 -0.57 -8.93
O -8.58 0.04 -10.09
C -9.30 -0.30 -11.26
C -10.67 0.47 -11.41
N -10.39 1.88 -11.86
C -11.64 2.64 -11.93
C -11.21 4.07 -12.32
O -11.13 4.09 -13.72
C -10.70 5.33 -14.20
H -9.70 0.00 -8.33
H -8.05 -0.66 -8.41
H -9.25 -1.63 -9.04
H -9.64 -1.33 -11.31
H -8.58 -0.08 -12.06
H -11.22 0.52 -10.48
H -11.23 -0.04 -12.19
H -9.96 1.96 -12.76
H -12.19 2.61 -10.99
H -12.23 2.17 -12.73
H -10.29 4.32 -11.80
H -11.95 4.76 -11.92
H -11.43 6.13 -14.10
H -10.43 5.10 -15.23
H -9.77 5.67 -13.75
C -10.80 4.22 -29.30
C -11.20 3.84 -27.94
C -9.97 3.70 -26.94
O -10.37 3.39 -25.60
C -9.37 3.52 -24.59
N -12.07 4.92 -27.51
H -10.29 5.18 -29.20
H -11.63 4.31 -30.00
H -10.10 3.50 -29.74
H -11.90 3.01 -27.92
H -9.31 4.57 -26.91
H -9.30 2.90 -27.24
H -9.07 4.55 -24.39
H -8.54 2.89 -24.90
H -9.88 3.33 -23.64
H -12.91 4.74 -28.04
H -12.46 4.83 -26.58
C -3.87 4.86 -25.00
C -3.50 5.33 -23.61
C -2.86 4.26 -22.67
O -3.89 3.33 -22.31
C -3.42 2.46 -21.27
N -2.77 6.59 -23.85
H -4.44 5.60 -25.55
H -4.64 4.10 -24.97
H -3.01 4.51 -25.56
H -4.36 5.68 -23.04
H -2.37 4.65 -21.78
H -2.08 3.71 -23.18
H -4.19 1.69 -21.15
H -3.29 2.86 -20.26
H -2.49 1.98 -21.57
H -2.72 7.18 -23.03
H -1.82 6.30 -24.05
C -4.02 10.79 -14.92
C -4.28 10.92 -16.42
C -5.64 10.25 -16.89
O -5.74 8.86 -16.66
C -4.94 8.09 -17.60
N -4.30 12.35 -16.85
H -4.21 9.77 -14.60
H -4.54 11.47 -14.25
H -2.99 11.02 -14.64
H -3.40 10.54 -16.94
H -5.91 10.65 -17.87
H -6.43 10.65 -16.26
H -5.16 7.04 -17.41
H -3.86 8.09 -17.44
H -5.05 8.26 -18.67
H -3.62 12.92 -16.37
H -5.22 12.67 -16.58
C -16.84 -7.30 -15.58
C -16.91 -7.56 -14.11
C -17.63 -6.40 -13.28
O -16.78 -5.26 -13.47
C -17.12 -4.14 -12.63
N -17.65 -8.77 -13.85
H -16.18 -6.54 -15.98
H -17.81 -7.25 -16.08
H -16.50 -8.23 -16.03
H -15.87 -7.58 -13.81
H -17.80 -6.63 -12.23
H -18.64 -6.22 -13.63
H -18.11 -3.76 -12.86
H -16.43 -3.30 -12.68
H -17.16 -4.53 -11.62
H -17.32 -9.65 -14.19
H -17.68 -8.86 -12.84
C -1.35 4.63 -14.81
C -0.07 3.89 -14.51
C 1.02 3.89 -15.60
O 0.56 3.38 -16.84
C 1.48 3.42 -17.89
N 0.46 4.42 -13.26
H -1.75 4.28 -15.77
H -1.25 5.72 -14.75
H -2.09 4.42 -14.04
H -0.23 2.82 -14.39
H 1.71 3.16 -15.18
H 1.41 4.89 -15.80
H 2.47 3.02 -17.67
H 1.67 4.48 -18.07
H 1.06 2.96 -18.79
H -0.27 4.36 -12.56
H 0.76 5.37 -13.41
C -10.02 -3.92 -28.06
C -9.50 -2.46 -27.89
C -8.23 -2.31 -27.09
O -8.47 -2.68 -25.74
C -7.39 -2.30 -24.89
N -9.28 -1.92 -29.23
H -9.19 -4.53 -28.41
H -10.82 -3.96 -28.79
H -10.30 -4.26 -27.06
H -10.32 -1.90 -27.44
H -7.87 -1.29 -27.16
H -7.49 -3.01 -27.49
H -6.91 -1.38 -25.21
H -6.67 -3.11 -25.05
H -7.75 -2.21 -23.87
H -9.00 -2.71 -29.80
H -8.43 -1.40 -29.11
C 2.58 -3.19 -9.84
C 1.51 -2.71 -10.88
C 0.22 -2.29 -10.16
O -0.72 -1.73 -11.08
C -2.02 -1.50 -10.46
N 2.04 -1.57 -11.65
H 3.49 -3.49 -10.35
H 2.19 -4.03 -9.25
H 2.82 -2.46 -9.07
H 1.15 -3.53 -11.50
H 0.42 -1.61 -9.34
H -0.30 -3.12 -9.70
H -2.47 -2.40 -10.02
H -2.69 -1.35 -11.31
H -2.03 -0.69 -9.73
H 1.20 -1.18 -12.06
H 2.40 -0.93 -10.96
C -5.44 5.68 -9.78
C -5.14 4.29 -9.26
C -4.14 4.32 -8.09
O -2.89 4.88 -8.38
C -2.01 4.84 -7.22
N -6.42 3.80 -8.82
H -5.94 6.29 -9.03
H -6.04 5.44 -10.65
H -4.56 6.23 -10.12
H -4.75 3.67 -10.07
H -3.98 3.35 -7.62
H -4.54 5.04 -7.38
H -2.41 5.32 -6.33
H -1.09 5.30 -7.57
H -1.82 3.78 -7.03
H -7.13 3.70 -9.53
H -6.46 2.86 -8.47
C -14.99 -2.96 -25.01
C -14.53 -2.93 -23.54
C -14.78 -4.24 -22.80
O -16.20 -4.60 -22.94
C -16.40 -5.90 -22.39
N -13.26 -2.37 -23.48
H -14.66 -2.08 -25.56
H -16.05 -3.13 -25.15
H -14.52 -3.77 -25.58
H -15.11 -2.22 -22.95
H -14.60 -4.07 -21.74
H -14.07 -4.93 -23.24
H -16.18 -6.71 -23.08
H -17.46 -6.02 -22.16
H -15.76 -6.11 -21.53
H -13.15 -1.50 -24.00
H -12.55 -2.86 -24.01
C -11.32 -1.58 -17.31
C -11.27 -0.04 -17.55
C -9.86 0.62 -17.62
O -9.19 0.47 -16.35
C -8.01 1.30 -16.14
N -11.97 0.21 -18.79
H -10.73 -2.17 -18.02
H -12.35 -1.91 -17.41
H -10.93 -1.84 -16.33
H -11.87 0.46 -16.79
H -10.08 1.68 -17.73
H -9.25 0.26 -18.46
H -8.38 2.32 -16.01
H -7.22 1.20 -16.89
H -7.64 0.99 -15.16
H -12.93 -0.12 -18.75
H -11.62 -0.24 -19.62
C -16.96 5.14 -16.50
C -16.53 3.75 -17.06
C -17.52 2.93 -17.90
O -17.03 1.61 -17.99
C -17.36 0.76 -16.88
N -15.26 3.97 -17.75
H -16.30 5.66 -15.80
H -17.81 4.93 -15.85
H -17.28 5.86 -17.26
H -16.26 3.12 -16.21
H -17.55 3.33 -18.92
H -18.55 2.99 -17.54
H -17.02 1.08 -15.89
H -17.04 -0.28 -16.97
H -18.44 0.86 -16.72
H -14.89 3.07 -18.00
H -14.53 4.32 -17.15
*
```

Computed properties:
**Energy above the lowest of the compared OMol25 structures with the same formula, charge and spin**: 7.073 eV
**E_LUMO**: 0.08 eV
**Frontier orbital gap**: 8.46 eV
**Molar mass**: 1513.28 g/mol
**HOMO energy**: -8.38 eV

Löwdin atomic charge list, values in e, 4 entries: C -0.1255; O -0.1969; C -0.2192; C -0.1926